Record 1
ORCA calculation (ωB97M-V with the def2-TZVPD basis set) on a molecular structure, C27H25CdN3O5P.

Structure (XYZ):
```
62
Properties=species:S:1:pos:R:3:forces:R:3
Cd 0.210568 1.543236 0.485311 -0.060 -0.110 0.056
P -0.990783 -1.957205 1.106663 -0.001 -0.004 0.041
O 0.242058 0.862778 -2.862802 -0.293 0.419 -0.160
O -5.168494 -2.241510 -2.107110 0.068 -0.072 0.096
O -1.567577 1.025317 -1.535925 0.121 0.018 -0.082
O 2.738947 3.563848 -1.351087 -0.007 0.012 0.023
O -5.020108 -3.782433 -3.595161 0.075 -0.046 0.084
N 0.647219 -2.471541 1.089371 -0.095 -0.029 0.064
N 1.062603 -1.520535 -0.974296 0.020 -0.032 0.059
N -4.572067 -2.818359 -2.995778 -0.169 0.168 -0.199
C -1.336479 -2.480103 -4.785960 0.003 -0.003 -0.004
C -0.226593 -0.618397 4.923251 0.002 0.001 -0.002
C -1.868078 -3.580148 1.093901 0.024 0.008 0.007
C -3.254494 -2.301911 -3.398057 0.048 -0.042 0.061
C -2.883146 -3.745255 0.160690 -0.061 -0.020 0.006
C 1.698932 4.220193 -0.916062 0.076 0.124 -0.055
C -2.243598 -5.841957 1.852025 -0.001 0.003 0.003
C -1.426937 -0.838388 5.580893 -0.006 -0.001 0.002
C 3.754960 -2.152828 -0.812083 0.023 0.041 -0.054
C -0.079157 -0.987597 3.592700 0.008 0.008 -0.009
C -0.884280 0.510750 -2.443153 -0.273 -0.038 0.060
C -1.493316 -0.714111 -3.138133 0.020 0.036 -0.019
C -3.582437 -4.944879 0.067709 -0.012 0.020 0.010
C -2.739853 -1.189549 -2.754740 0.001 -0.010 0.028
C -0.805606 -1.360414 -4.156864 -0.016 0.011 0.004
C 3.262881 -1.455827 -1.911431 0.040 -0.085 0.149
C -1.126676 -1.595275 2.903468 -0.028 -0.024 0.005
C -2.575695 -2.966180 -4.408550 0.014 0.004 0.009
C -1.561256 -4.641295 1.946676 0.004 -0.006 -0.020
C -2.335533 -1.797732 3.571212 0.018 -0.015 0.002
C 2.739470 2.786828 -2.581241 0.004 -0.021 0.014
C 1.542912 -2.163572 0.081396 0.063 0.048 -0.073
C 0.527921 4.197418 -1.855860 -0.019 -0.058 0.014
C 1.910711 -1.161610 -1.935996 0.242 -0.196 -0.176
C 2.896385 -2.512870 0.203602 -0.058 -0.004 0.030
C -3.256934 -5.995099 0.909364 -0.001 -0.005 -0.001
C -2.484501 -1.424872 4.897694 0.003 0.003 0.000
H -0.340454 4.633939 -1.368291 0.008 0.008 -0.001
H -3.167032 -2.257946 3.050145 -0.002 -0.004 0.000
H 3.908241 -1.141751 -2.719864 0.005 -0.001 -0.007
H 0.158120 -0.958678 -4.441412 -0.033 -0.030 -0.046
H -3.274304 -0.679942 -1.965586 -0.003 -0.017 0.004
H 4.806763 -2.403615 -0.743573 0.009 -0.006 0.010
H 2.580815 3.442544 -3.437749 -0.004 0.006 0.000
H -0.783187 -2.977723 -5.572360 -0.001 0.002 0.000
H 0.803359 4.843445 -2.703492 -0.011 -0.019 -0.018
H 1.965904 2.020312 -2.550696 0.019 0.025 -0.002
H 0.849859 -0.778932 3.076611 0.002 0.000 0.005
H -0.792297 -4.521808 2.702891 0.005 -0.003 -0.006
H 3.249337 -3.036295 1.083779 0.002 -0.003 0.001
H -4.380165 -5.047069 -0.658049 0.012 -0.012 -0.005
H -1.995046 -6.659494 2.518046 -0.003 -0.001 -0.002
H 0.265557 3.209074 -2.251538 0.013 0.007 -0.001
H 3.730002 2.341956 -2.633663 -0.001 0.005 0.002
H 1.010119 -3.027267 1.848531 0.027 0.032 -0.001
H -3.138809 -2.919463 -0.489975 -0.003 0.044 -0.047
H -3.429716 -1.592409 5.399304 -0.001 -0.001 0.001
H 0.597672 -0.143033 5.440272 0.001 0.001 -0.001
H 1.465904 -0.592408 -2.746268 0.179 -0.136 0.141
H -3.794293 -6.932943 0.840508 0.001 -0.001 0.000
H -1.542784 -0.546245 6.617192 0.000 0.000 0.001
H -3.018702 -3.834106 -4.872628 0.001 0.001 -0.001
```
Positions in Å, forces in eV/Å.

Values from the calculation:
Total charge: -1
Energy relative to the best compared isomer or geometry (same formula, charge and spin) in kJ/mol: 73.1
Highest occupied orbital energy in eV: -3.739

Atomic charges from the natural (NBO) analysis, expressed in e, are listed below: 0.0563 1.0481 -0.7950 -0.3852 -0.7684 -0.4965 -0.4082 -0.9084 -0.4794 0.5205 -0.2317 -0.2100 -0.2610 0.0604 -0.2325 0.2751 -0.2256 -0.2235 -0.1565 -0.2450 0.7727 -0.1230 -0.2053 -0.1895 -0.1489 -0.3149 -0.2574 -0.2148 -0.2198 -0.2424 -0.3169 0.4023 -0.8250 0.0610 -0.3164 -0.2151 -0.2147 0.2247 0.2165 0.2071 0.2324 0.2726 0.2029 0.1727 0.2078 0.2208 0.2541 0.2290 0.2027 0.2009 0.2182 0.2046 0.2647 0.1834 0.3895 0.2272 0.2057 0.2088 0.2439 0.2058 0.2042 0.2348

Record 2
ORCA calculation (ωB97M-V with the def2-TZVPD basis set) on a molecular structure, C16H16F3O9RhS4 in a non-equilibrium geometry.

Structure (XYZ):
```
49
Properties=species:S:1:pos:R:3:forces:R:3
Rh 0.778896 -0.126219 -0.154197 -0.496 -0.266 -0.875
S -0.452778 4.076991 0.972719 -0.035 0.112 -0.056
S 2.899811 -1.941139 0.651788 -0.123 -0.049 0.103
S 0.695867 0.052591 2.722875 0.009 0.009 0.016
S 2.239931 4.159376 0.629539 0.100 0.034 -0.066
F -2.697797 -3.068106 -1.908755 0.042 0.024 -0.006
F -1.696402 -3.747279 -3.693205 0.007 0.051 0.017
F -2.910426 -1.952951 -3.746571 0.039 -0.016 0.001
O 3.942710 -2.902202 0.378179 0.002 -0.036 -0.051
O -0.015685 -1.582935 -3.628324 -0.039 -0.064 0.000
O -0.729743 -1.331630 -1.489016 -0.013 -0.098 0.296
O 1.115775 3.805330 3.035733 -0.019 0.039 -0.015
O 1.546027 -2.348215 0.257373 0.056 -0.003 0.119
O 3.177513 -0.589823 0.170636 -0.012 0.008 0.149
O -0.340592 -0.537799 1.861174 0.270 -0.118 0.140
O 0.198650 0.622792 3.954786 -0.079 0.000 -0.004
O 1.545194 0.945479 1.934153 0.038 0.192 0.118
C 2.774463 -1.933249 2.471202 -0.063 -0.028 0.049
C -0.758522 -1.749370 -2.664833 0.170 0.119 -0.138
C 3.650414 -2.810579 3.101756 -0.024 0.019 -0.019
C 1.111502 1.684109 -2.776002 -0.054 0.334 0.070
C 2.414885 3.509227 3.561233 0.067 -0.042 0.048
C 1.807965 -1.273882 3.255405 0.108 0.007 0.012
C 2.529312 1.275746 -4.711921 -0.015 -0.012 0.005
C 1.436725 2.178382 -4.121149 -0.040 -0.178 -0.003
C 1.937340 3.624610 -4.048316 -0.005 0.005 -0.011
C 1.025991 4.001317 1.744381 -0.180 -0.178 0.013
C 0.842787 1.274416 -1.661954 0.281 0.168 0.066
C -2.014442 -2.638360 -2.985111 -0.098 -0.001 0.003
C 0.190871 2.094383 -5.013078 -0.002 0.018 0.003
C 3.571785 -3.072118 4.461062 0.046 -0.039 0.006
C 2.590125 -2.463401 5.217406 -0.018 0.014 0.038
C 1.725708 -1.563851 4.612932 0.065 0.024 -0.023
H 3.416187 1.288838 -4.077660 0.019 0.002 0.006
H 2.203407 3.987667 -5.046824 0.003 0.011 -0.021
H 1.166165 4.274318 -3.632401 -0.014 0.012 0.016
H 4.270131 -3.763576 4.918060 0.007 -0.007 -0.009
H 2.802559 1.616412 -5.716481 0.004 0.008 -0.022
H 3.084695 4.357782 3.409182 -0.014 -0.014 0.015
H 2.249718 3.325190 4.618793 0.036 -0.009 -0.005
H 0.438768 2.360041 -6.046417 0.004 0.017 -0.025
H -0.580358 2.777402 -4.652800 -0.027 -0.008 0.018
H 2.813583 3.690465 -3.402647 0.024 -0.003 0.003
H 2.803433 2.616586 3.074663 -0.008 -0.011 0.000
H -0.208314 1.080500 -4.986917 -0.002 -0.017 -0.020
H 0.980462 -1.040847 5.193075 -0.020 0.003 0.014
H 4.384169 -3.307297 2.484456 0.009 -0.013 0.002
H 2.166158 0.249411 -4.765288 0.004 -0.025 0.011
H 2.500450 -2.670014 6.277240 -0.009 0.004 0.011
```
Positions in Å, forces in eV/Å.

Values from the calculation:
Total charge: -2
2S+1: 5
<S²>: 6.014
Highest occupied orbital energy (alpha / beta) in eV: -2.269 / -2.615

Atomic charges from the natural (NBO) analysis, expressed in e, are listed below: 1.3083 0.1061 2.3908 2.4021 0.0377 -0.3362 -0.3461 -0.3533 -0.9947 -0.6928 -0.7394 -0.4788 -0.9943 -0.9809 -0.9897 -0.9965 -1.0147 -0.2068 0.6976 -0.2260 -0.0585 -0.2724 -0.3463 -0.5901 -0.1708 -0.5836 -0.0068 -0.5044 0.8670 -0.5914 -0.2275 -0.2320 -0.1964 0.2099 0.1774 0.2077 0.1951 0.1730 0.1751 0.1953 0.1743 0.1997 0.2108 0.2392 0.2407 0.2427 0.2454 0.2394 0.1951

Record 3
ORCA calculation (ωB97M-V with the def2-TZVPD basis set) on a molecular structure, C29H54Br3F16O14P3 in a non-equilibrium geometry.

Structure (XYZ):
```
119
Properties=species:S:1:pos:R:3:forces:R:3
Br 3.301820 3.758971 1.057849 -1.608 -1.059 0.003
Br 0.291840 4.121451 -0.215411 1.304 -1.606 0.659
Br 2.329910 1.644861 -1.122451 -0.561 0.602 0.394
P 4.657640 -3.566969 2.232859 2.285 -0.485 0.263
P -4.129950 -1.665249 -0.713521 0.140 1.322 2.978
P 1.322610 1.273081 -5.084221 -0.848 -0.586 -0.788
F -1.856300 1.142641 4.809609 -0.657 0.029 -0.214
F 0.924530 1.201041 4.035349 2.075 4.786 2.073
F -2.578790 4.142211 4.664849 -0.170 0.744 1.352
F -0.673770 -2.193669 8.059459 2.468 -3.365 -0.647
F -2.181480 -1.258939 9.030189 -4.404 0.027 2.436
F -2.756640 6.373671 3.083209 0.095 0.984 -0.204
F -0.774230 4.386301 3.475469 -0.054 0.238 -0.333
F -2.746500 8.214751 -1.492411 -0.278 -0.616 0.845
F 0.050650 -0.774409 10.436779 -0.347 -0.564 0.739
F -4.877560 7.572721 -1.467941 1.397 -0.589 -0.302
F -1.750810 -0.988459 4.297049 -1.712 -1.802 -0.750
F -4.239250 4.917841 -1.229731 -0.306 -0.043 -1.341
F -4.184800 4.791481 2.804609 -2.207 -0.055 1.031
F -0.473840 1.044371 9.354969 -0.350 0.028 0.079
F -2.105680 5.207841 -1.338321 -0.165 1.137 -0.578
F -0.091280 0.267391 2.513419 -1.607 -0.155 -0.297
O 4.747440 -3.255679 3.675639 -0.295 -0.895 -0.731
O 1.798440 1.085981 -6.648911 -1.732 0.313 0.919
O 1.255840 2.907351 -4.943581 -0.666 -3.456 -1.415
O -2.768650 5.005051 1.215429 -0.105 1.354 0.152
O -5.503120 -2.338239 -0.131331 1.343 1.183 -0.465
O -4.164080 -1.114129 -2.065591 -0.070 -0.508 -0.496
O -2.973130 -2.778849 -0.431251 -2.113 2.562 2.060
O 2.241720 0.580691 -4.147041 -0.867 0.698 -0.528
O -1.550310 -0.457809 7.111179 0.011 0.329 1.239
O 3.334400 -3.057899 1.562509 0.555 -3.420 -0.565
O 4.739260 -5.101749 1.670209 0.192 3.397 0.374
O 5.852110 -2.824639 1.427439 -1.017 -0.695 -0.315
O -0.266840 0.666701 -5.045861 2.336 1.829 0.007
O -3.847980 -0.454269 0.427259 0.039 -2.677 -1.312
C -1.450100 -0.046509 -0.415271 0.484 0.322 -0.399
C -0.524730 -0.230099 6.159269 -0.141 -0.376 1.074
C -1.111490 0.013371 4.785449 2.939 2.843 0.388
C -3.257970 5.832591 -1.021051 -0.826 0.342 2.273
C 7.262190 -3.034439 1.597109 0.952 -0.851 -0.800
C 2.214200 -0.216509 -7.107881 1.979 -0.879 -0.017
C 3.643910 3.952211 -5.203241 0.022 -0.299 0.198
C 1.892690 -1.358429 0.707939 0.547 -0.516 0.776
C 2.090860 -0.514099 -8.639071 -1.194 1.433 1.374
C 3.788580 -7.132769 1.093979 -0.233 -0.813 0.314
C -0.959070 -3.613259 -1.344411 -0.808 -1.237 0.041
C -7.735420 -2.787029 -1.126251 1.552 0.167 -0.113
C -6.249990 -3.236859 -0.985911 -0.201 -0.634 0.306
C -2.091020 4.142151 3.426069 -0.730 -0.904 -0.988
C 1.679240 2.733211 0.390369 0.590 1.264 -1.657
C 3.822810 -6.055299 2.164929 0.576 -1.100 0.228
C -1.150920 -1.043059 8.359359 1.434 3.023 -2.186
C -2.469800 -3.540769 -1.450501 0.435 0.741 -2.091
C 3.080530 -1.740259 1.640559 -1.517 3.412 -1.474
C -2.698800 0.449011 0.289459 -0.460 -0.075 -0.166
C 0.141880 0.233971 3.864769 -0.501 -4.463 -1.667
C -0.115790 -0.250989 9.236999 0.559 0.441 -2.317
C -1.367930 1.269721 -4.299971 -0.969 -0.969 0.509
C -2.942160 5.155351 2.592909 1.339 -1.655 -1.273
C 8.033960 -2.752729 0.273909 -0.298 0.611 -0.280
C -3.588820 7.178631 -1.762351 0.462 -0.517 -1.448
C 2.377570 3.556741 -4.391881 0.535 2.887 0.285
C -2.636240 0.418711 -4.577981 0.711 1.076 -0.487
C -3.410520 6.114541 0.443989 1.789 -0.432 2.300
H -2.444690 0.802861 1.288609 -0.217 -0.371 0.160
H 0.125170 -1.102759 6.094529 0.120 -0.073 -0.050
H -8.345180 -3.546139 -1.616191 0.181 0.027 -0.113
H 8.431550 -1.738069 0.251829 -0.264 0.092 -0.157
H -8.180140 -2.563759 -0.156471 0.216 -0.075 0.044
H 2.501110 -1.468169 -8.970051 0.103 0.069 0.488
H 4.288900 -6.345949 3.106409 -0.606 -0.544 0.175
H -0.680040 0.721101 -0.338651 -0.145 0.499 0.071
H 2.129510 -1.528569 -0.342331 0.281 0.142 0.047
H 7.614330 -2.434139 2.435999 -0.043 0.105 -0.166
H 1.921270 4.539571 -4.273771 0.004 0.030 1.011
H 4.478190 -6.890719 0.285309 -0.374 0.224 -0.096
H -0.664410 -4.325639 -0.573841 0.400 -0.015 -0.171
H 3.271260 -0.210759 -6.842011 0.184 -0.359 -0.082
H -0.550630 -2.626599 -1.125801 -0.123 -0.155 -0.191
H 4.459210 3.286441 -4.920151 0.094 -0.178 -0.956
H 2.629730 3.086641 -3.441341 0.114 0.252 -0.169
H -2.671850 0.358081 -5.665711 -0.256 -0.726 0.007
H 0.827330 -0.291479 8.692049 0.341 0.073 0.122
H 4.010290 4.950551 -4.964161 -0.298 0.118 1.290
H 2.531220 0.305751 -9.206531 0.057 -0.099 -0.040
H 0.051530 0.640711 6.471899 0.161 0.157 -0.306
H 1.701100 -0.299129 0.879019 -0.266 -0.205 -0.171
H 1.013550 -0.502809 -8.804591 -0.025 -0.137 -0.569
H 2.894310 -1.451719 2.675049 0.072 0.274 0.029
H 7.509820 -4.074909 1.807369 -0.585 -0.163 0.415
H -5.687750 -3.372349 -1.909831 -0.517 0.484 -0.523
H 1.169350 1.991261 1.004879 0.370 0.701 0.656
H 7.435530 -2.934179 -0.618861 -0.693 0.443 0.250
H 2.752730 -7.237919 0.771389 0.225 -0.095 -0.513
H 0.788890 -0.635589 3.980289 -0.406 -0.857 0.254
H -7.698750 -1.869449 -1.713441 -0.405 -0.015 -0.054
H -4.480060 6.241041 0.611819 0.069 -0.343 0.317
H -0.714250 -3.926049 -2.359461 0.935 -0.213 0.260
H -1.247600 1.181841 -3.220211 0.822 0.291 0.030
H 8.871010 -3.387579 -0.016611 0.257 -0.379 1.129
H -2.336930 3.133171 3.095049 0.627 -0.086 -0.764
H -1.529520 2.316881 -4.555811 0.275 -0.081 -0.242
H -2.645340 -0.517059 -4.019091 0.209 -0.093 -0.473
H 2.799890 -5.712219 2.319959 0.226 0.608 0.144
H 4.112420 -8.114549 1.439419 -0.066 0.010 0.282
H -0.903890 -0.908859 -0.033021 -0.737 -0.212 0.256
H -2.571790 -2.979989 -2.379601 -0.565 0.036 -0.302
H -3.112360 1.308711 -0.237781 0.244 0.081 -0.182
H -3.391380 6.984401 -2.816571 -0.947 0.072 -0.353
H -6.152620 -4.226869 -0.540381 -0.329 0.002 0.425
H 3.927830 -1.220889 1.192869 0.216 0.501 0.568
H -3.138150 -4.396509 -1.546001 0.886 -0.806 -0.018
H -2.881680 6.977111 0.849459 -0.138 0.405 -0.778
H -3.542090 0.943671 -4.274721 0.126 0.223 0.180
H -1.610190 -0.142689 -1.489151 -0.121 -0.364 0.010
H 3.513570 4.235151 -6.247781 -0.268 -1.399 -0.451
H 1.014970 -1.973159 0.907469 -0.140 0.167 0.326
H 1.784890 -1.020299 -6.509781 -0.411 0.128 -0.083
```
Positions in Å, forces in eV/Å.

Values from the calculation:
Total charge: 0
Highest occupied orbital energy in eV: -10.075

Here are the Mulliken charges for atoms 1 to 99, given in e: -0.0705 0.0941 0.0664 0.6054 0.8713 0.8482 -0.2831 -0.3456 -0.3142 -0.3163 -0.2777 -0.2845 -0.2595 -0.2499 -0.2600 -0.2647 -0.3057 -0.2948 -0.2971 -0.2566 -0.2117 -0.1051 -0.7232 -0.3933 -0.3044 -0.2367 -0.3393 -0.5928 -0.1430 -0.5946 -0.3746 0.0139 -0.2479 -0.2113 -0.2599 -0.4559 -0.1973 -1.1907 1.0481 1.0714 -0.2246 -0.1830 -1.3808 -0.3914 -1.1924 -1.0990 -0.8635 -1.1989 -0.2121 0.5719 0.3543 -0.1322 0.8297 -0.2164 -0.7073 -0.2518 0.1539 0.2542 0.2342 0.8577 -1.1918 0.0355 0.4339 -1.1232 -1.2824 0.0890 0.5357 0.3643 0.2879 0.2944 0.3621 0.3169 0.0056 0.6114 0.3280 0.2473 0.2967 0.3299 0.2757 -0.0164 0.3134 -0.1995 0.4343 0.2531 0.4481 0.2928 0.4255 -0.3503 0.3097 0.3412 0.2415 0.3346 -0.4287 0.3439 0.3069 0.1745 0.2904 0.3890 0.4039

Look up the total charge of the third one. 0

The lowest total charge belongs to which entry? C16H16F3O9RhS4

total charge of number 3 (C29H54Br3F16O14P3)? 0